Entry 1:
The following is a DFT calculation (the ωB97M-V functional and the def2-TZVPD basis) of a 2-piece molecular cluster, C2H4N2O2 overall.

## Properties
- Highest occupied orbital energy: -10.52 eV
- SMILES: N=C=O.C=NO
- Multiplicity: 1
- Net charge: 0

Cartesian coordinates (Å):
N -2.39 -0.04 -1.15
C -1.66 -0.74 -1.79
O -1.08 -1.32 -2.60
H -2.55 0.06 -0.17
C 1.37 -0.54 0.19
N 0.58 0.28 -0.34
O -0.12 1.10 0.53
H 1.52 -0.64 1.26
H 1.92 -1.18 -0.47
H -0.63 1.69 -0.05

The net atomic charges from natural (NBO), expressed in e, are: number 1, N, carries -0.800; number 2, C, carries 0.874; number 3, O, carries -0.505; number 4, H, carries 0.426; number 5, C, carries -0.143; number 6, N, carries -0.132; number 7, O, carries -0.573; number 8, H, carries 0.173; number 9, H, carries 0.199; number 10, H, carries 0.482



Entry 2:
The following is a DFT calculation (the ωB97M-V functional and the def2-TZVPD basis) of a 2-piece molecular cluster, H2INS overall.

## Properties
- Highest occupied orbital energy (spin up / spin down): -8.63 / -8.94 eV
- Multiplicity: 3
- Net charge: 0

Cartesian coordinates (Å):
N -0.22 -0.54 0.16
S 0.04 -1.51 1.47
I 2.51 0.44 -1.87
H 0.49 0.07 -0.45
H -1.14 -0.41 -0.08

The net atomic charges from natural (NBO), expressed in e, are: number 1, N, carries -0.910; number 2, S, carries 0.181; number 3, I, carries -0.013; number 4, H, carries 0.366; number 5, H, carries 0.376



Entry 3:
The following is a DFT calculation (the ωB97M-V functional and the def2-TZVPD basis) of a 5-piece molecular cluster, C45H95N5O5 overall.

## Properties
- Highest occupied orbital energy: -7.99 eV
- SMILES: CC1(C)CCCC(C)(C)N1O.CC1(C)CCCC(C)(C)N1O.CC1(C)CCCC(C)(C)N1O.CC1(C)CCCC(C)(C)N1O.CC1(C)CCCC(C)(C)N1O
- Multiplicity: 1
- Net charge: 0

Cartesian coordinates (Å):
C -10.35 1.86 -21.99
C -10.32 2.59 -20.66
C -8.89 2.67 -20.12
C -10.72 4.05 -20.99
C -11.00 4.92 -19.75
C -11.97 4.20 -18.80
C -11.61 2.74 -18.48
C -10.45 2.63 -17.44
C -12.89 2.18 -17.87
N -11.37 2.11 -19.76
O -11.46 0.69 -19.77
H -11.36 1.71 -22.41
H -9.87 2.40 -22.80
H -9.91 0.87 -21.86
H -8.70 3.54 -19.51
H -8.59 1.76 -19.58
H -8.18 2.77 -20.95
H -9.93 4.54 -21.57
H -11.55 4.07 -21.71
H -10.03 5.04 -19.26
H -11.26 5.97 -19.92
H -13.01 4.38 -19.08
H -11.96 4.75 -17.85
H -9.84 1.75 -17.63
H -10.79 2.61 -16.41
H -9.96 3.59 -17.56
H -13.73 2.19 -18.57
H -13.22 2.84 -17.06
H -12.74 1.18 -17.47
H -12.28 0.55 -20.25
C -21.25 1.51 -13.41
C -20.97 0.61 -12.21
C -22.12 0.73 -11.22
C -20.94 -0.86 -12.68
C -19.56 -1.35 -13.11
C -18.53 -0.98 -12.05
C -18.44 0.52 -11.75
C -17.53 0.73 -10.55
C -17.84 1.24 -12.98
N -19.78 1.00 -11.43
O -19.80 2.41 -11.21
H -21.10 2.56 -13.14
H -20.51 1.46 -14.22
H -22.19 1.41 -13.94
H -23.05 0.36 -11.68
H -22.01 0.00 -10.42
H -22.34 1.75 -10.89
H -21.57 -1.52 -12.08
H -21.55 -0.91 -13.60
H -19.63 -2.43 -13.23
H -19.25 -0.92 -14.06
H -17.56 -1.42 -12.28
H -18.86 -1.47 -11.13
H -17.45 1.80 -10.33
H -16.46 0.59 -10.79
H -17.73 0.14 -9.66
H -16.78 1.00 -13.11
H -17.99 2.31 -12.83
H -18.28 1.00 -13.94
H -19.75 2.43 -10.24
C -13.39 1.04 -11.84
C -12.60 2.29 -12.19
C -12.56 2.40 -13.73
C -13.43 3.44 -11.60
C -12.74 4.81 -11.72
C -11.39 4.78 -11.03
C -10.56 3.58 -11.46
C -9.73 3.90 -12.72
C -9.54 3.30 -10.31
N -11.32 2.31 -11.52
O -10.52 1.16 -11.79
H -14.45 1.13 -12.03
H -13.03 0.10 -12.28
H -13.22 0.77 -10.79
H -13.39 1.84 -14.17
H -12.49 3.37 -14.22
H -11.74 1.78 -14.09
H -14.38 3.60 -12.12
H -13.57 3.31 -10.52
H -12.57 5.04 -12.78
H -13.40 5.60 -11.38
H -11.47 4.72 -9.94
H -10.87 5.73 -11.21
H -8.97 3.12 -12.80
H -9.28 4.89 -12.66
H -10.36 3.84 -13.60
H -9.99 2.98 -9.37
H -8.84 4.14 -10.22
H -8.82 2.50 -10.52
H -10.21 1.01 -10.89
C -15.35 2.89 -5.68
C -14.89 1.70 -6.52
C -15.61 1.70 -7.87
C -13.37 1.89 -6.72
C -12.63 0.68 -7.26
C -12.87 -0.49 -6.30
C -14.34 -0.79 -6.02
C -14.93 -1.53 -7.25
C -14.43 -1.71 -4.80
N -15.05 0.46 -5.77
O -16.37 0.25 -5.31
H -15.31 3.79 -6.28
H -16.42 2.83 -5.42
H -14.82 3.00 -4.73
H -15.33 2.63 -8.39
H -15.37 0.88 -8.53
H -16.70 1.76 -7.84
H -13.14 2.68 -7.45
H -12.99 2.26 -5.77
H -12.99 0.41 -8.26
H -11.55 0.84 -7.30
H -12.22 -0.41 -5.43
H -12.46 -1.41 -6.74
H -14.68 -2.59 -7.30
H -14.68 -1.08 -8.21
H -16.02 -1.48 -7.13
H -14.02 -1.20 -3.94
H -13.89 -2.62 -5.04
H -15.48 -1.95 -4.62
H -16.43 0.83 -4.54
C -7.73 7.20 -9.74
C -6.32 7.38 -10.40
C -5.35 6.95 -9.28
C -6.16 6.35 -11.53
C -6.49 6.97 -12.88
C -5.77 8.30 -13.00
C -6.27 9.37 -12.04
C -5.37 10.60 -12.15
C -7.72 9.78 -12.38
N -6.09 8.78 -10.70
O -6.40 9.66 -9.65
H -8.52 7.66 -10.35
H -8.07 6.22 -9.44
H -7.78 7.87 -8.87
H -4.37 6.98 -9.78
H -5.30 7.58 -8.39
H -5.44 5.90 -9.00
H -5.13 6.02 -11.59
H -6.78 5.47 -11.38
H -6.19 6.34 -13.73
H -7.53 7.09 -13.18
H -5.83 8.62 -14.05
H -4.68 8.22 -12.95
H -5.58 11.12 -13.08
H -4.32 10.32 -12.10
H -5.54 11.29 -11.32
H -7.89 9.85 -13.45
H -7.93 10.78 -11.99
H -8.46 9.10 -11.98
H -5.52 9.94 -9.35

Atomic partial charges in e from the Löwdin method, atoms 1 to 99: number 1, C, carries -0.049; number 2, C, carries -0.512; number 3, C, carries -0.033; number 4, C, carries -0.145; number 5, C, carries -0.169; number 6, C, carries -0.145; number 7, C, carries -0.513; number 8, C, carries 0.000; number 9, C, carries -0.050; number 10, N, carries -0.106; number 11, O, carries -0.011; number 12, H, carries 0.087; number 13, H, carries 0.087; number 14, H, carries 0.085; number 15, H, carries 0.066; number 16, H, carries 0.085; number 17, H, carries 0.086; number 18, H, carries 0.117; number 19, H, carries 0.116; number 20, H, carries 0.090; number 21, H, carries 0.110; number 22, H, carries 0.117; number 23, H, carries 0.119; number 24, H, carries 0.082; number 25, H, carries 0.063; number 26, H, carries 0.070; number 27, H, carries 0.087; number 28, H, carries 0.079; number 29, H, carries 0.084; number 30, H, carries 0.103; number 31, C, carries -0.044; number 32, C, carries -0.509; number 33, C, carries -0.050; number 34, C, carries -0.136; number 35, C, carries -0.173; number 36, C, carries -0.141; number 37, C, carries -0.517; number 38, C, carries -0.046; number 39, C, carries -0.021; number 40, N, carries -0.090; number 41, O, carries -0.026; number 42, H, carries 0.080; number 43, H, carries 0.076; number 44, H, carries 0.087; number 45, H, carries 0.086; number 46, H, carries 0.085; number 47, H, carries 0.081; number 48, H, carries 0.114; number 49, H, carries 0.115; number 50, H, carries 0.112; number 51, H, carries 0.103; number 52, H, carries 0.124; number 53, H, carries 0.124; number 54, H, carries 0.082; number 55, H, carries 0.070; number 56, H, carries 0.090; number 57, H, carries 0.073; number 58, H, carries 0.083; number 59, H, carries 0.065; number 60, H, carries 0.106; number 61, C, carries -0.043; number 62, C, carries -0.516; number 63, C, carries -0.034; number 64, C, carries -0.129; number 65, C, carries -0.177; number 66, C, carries -0.141; number 67, C, carries -0.487; number 68, C, carries -0.012; number 69, C, carries -0.041; number 70, N, carries -0.105; number 71, O, carries 0.001; number 72, H, carries 0.064; number 73, H, carries 0.088; number 74, H, carries 0.076; number 75, H, carries 0.079; number 76, H, carries 0.066; number 77, H, carries 0.084; number 78, H, carries 0.125; number 79, H, carries 0.116; number 80, H, carries 0.105; number 81, H, carries 0.113; number 82, H, carries 0.117; number 83, H, carries 0.117; number 84, H, carries 0.084; number 85, H, carries 0.074; number 86, H, carries 0.064; number 87, H, carries 0.084; number 88, H, carries 0.065; number 89, H, carries 0.077; number 90, H, carries 0.091; number 91, C, carries -0.039; number 92, C, carries -0.506; number 93, C, carries -0.035; number 94, C, carries -0.136; number 95, C, carries -0.167; number 96, C, carries -0.149; number 97, C, carries -0.527; number 98, C, carries -0.027; number 99, C, carries -0.033



Entry 4:
The following is a DFT calculation (the ωB97M-V functional and the def2-TZVPD basis) of an isolated ion of composition C2H8NSe and charge +1.

## Properties
- Highest occupied orbital energy: -13.65 eV
- SMILES: C[C@@H]([NH3+])[SeH]
- Multiplicity: 1
- Net charge: +1

Cartesian coordinates (Å):
C -0.36 -1.27 -0.08
C 0.31 0.00 -0.58
N -0.09 1.40 -0.04
Se 2.39 0.02 0.02
H -0.06 -1.98 -0.79
H -1.48 -1.22 -0.18
H -0.02 -1.69 0.87
H 0.37 0.04 -1.72
H 0.05 1.59 0.98
H -1.03 1.35 -0.30
H 0.46 2.11 -0.47
H 1.86 -0.66 1.24

The net atomic charges from natural (NBO), expressed in e, are: number 1, C, carries -0.676; number 2, C, carries -0.142; number 3, N, carries -0.702; number 4, Se, carries 0.070; number 5, H, carries 0.266; number 6, H, carries 0.242; number 7, H, carries 0.250; number 8, H, carries 0.259; number 9, H, carries 0.459; number 10, H, carries 0.435; number 11, H, carries 0.451; number 12, H, carries 0.089



Total energy in eV, matching the order above: -9211.988; -20456.230; -65886.268; -69032.000
Relative energy (zero: lowest compared OMol25 entry of this formula, charge and spin) in kcal per mole, matching the order above: 74.59; 0.00; 44.20; 9.13
Largest force on an atom in eV Å⁻¹, matching the order above: 1.29; 3.44; 3.50; 4.14